17
Properties=species:S:1:pos:R:3:forces:R:3 method="wB97M-V/def2-TZVPD" total_charge=0 e_above_lowest_kcal_mol=33.3 gap_ev=10.9 smiles="CC[C@@H](O)CC=O"
C -2.44325 -0.50689 -0.10987 0.0864 0.0312 0.0309
C -1.22442 0.28300 -0.63876 0.1319 0.1619 -0.0013
C 0.10484 -0.06669 0.06880 -0.0730 0.2711 0.1130
O 0.48548 -1.32210 -0.44879 0.0293 -0.2495 0.1080
C 1.36934 0.86663 -0.04223 -0.2181 -0.1818 -0.0376
C 2.51423 0.28005 0.77690 -0.0328 -0.2471 0.0192
O 2.65451 -0.89850 1.03016 -0.0277 0.4580 -0.0264
H -3.35566 -0.19029 -0.63347 0.2624 -0.0234 0.0606
H -2.34783 -1.58793 -0.26011 0.1759 0.2254 0.0022
H -2.62106 -0.33510 0.95928 0.1528 0.0254 -0.1541
H -1.11541 0.04984 -1.70589 0.1475 0.1539 0.1657
H -1.44990 1.35214 -0.55766 0.1620 -0.0486 0.0463
H -0.11591 -0.14388 1.14834 0.0318 -0.0529 -0.0988
H 1.27876 -1.57619 0.05380 -0.1685 -0.2007 -0.1379
H 1.28452 1.92034 0.26634 -0.4522 -0.3358 -0.0074
H 1.71263 0.89137 -1.08789 -0.0684 -0.0671 0.1056
H 3.26912 0.98421 1.18105 -0.1394 0.0802 -0.1881

---

62
Properties=species:S:1:pos:R:3:forces:R:3 method="wB97M-V/def2-TZVPD" total_charge=0 e_above_lowest_kcal_mol=2.5 gap_ev=9.6 smiles="C[C@@H]1CCCC[C@H]1NC(=O)[C@@H](C)OC(=O)c1cccc(S(=O)(=O)N2CCCCC2)c1"
C -0.98922 -0.32789 -4.98174 -0.1677 0.1226 0.3145
C -1.25157 0.67048 -3.85862 0.0929 0.4434 -0.6391
H -1.95171 1.44352 -4.19596 0.2449 -0.1265 0.1566
C 0.06602 1.34751 -3.43981 -0.6246 -0.3854 0.1187
O 0.50632 2.30485 -4.03627 0.0647 0.3045 -0.3054
N 0.66459 0.74815 -2.39865 0.1688 -0.2664 0.3438
H 0.19565 -0.03138 -1.96276 -0.0528 0.1088 -0.0567
C 1.84591 1.25628 -1.73615 0.1194 -0.2363 0.1550
C 2.93499 0.18170 -1.71580 0.1616 0.3800 -0.1631
C 4.19133 0.70299 -1.02614 -0.1218 -0.2700 0.1979
C 3.86838 1.15450 0.39400 0.1349 0.2725 -0.1507
C 2.77566 2.21869 0.37817 -0.0883 -0.4186 0.1471
C 1.50592 1.71057 -0.30791 0.0371 0.4917 -0.2359
C 0.42504 2.78863 -0.31570 0.0873 -0.2664 0.0436
H -0.50315 2.40723 -0.73561 -0.1193 0.0312 -0.0321
H 0.74358 3.63961 -0.91336 0.0221 0.1325 -0.0698
H 0.22431 3.13368 0.69646 -0.0457 0.0640 0.1021
H 1.12740 0.83941 0.24147 0.0217 -0.0966 0.0175
H 2.53971 2.52331 1.40041 -0.0244 0.1014 0.0028
H 3.13796 3.10014 -0.15514 -0.0008 0.1255 -0.0158
H 4.76543 1.55449 0.87023 0.0134 -0.0612 0.0794
H 3.53647 0.29459 0.98167 0.0137 -0.0473 0.0692
H 4.95281 -0.07869 -1.00625 0.0658 0.0438 -0.0617
H 4.59041 1.54653 -1.59273 0.0780 0.0350 -0.0534
H 3.16505 -0.11751 -2.73981 -0.0751 -0.0688 -0.0146
H 2.56095 -0.69654 -1.18205 -0.0502 -0.0992 0.0099
H 2.17903 2.11568 -2.32727 0.0055 -0.0442 0.0913
O -1.80560 0.00028 -2.72016 0.2450 -0.2589 -0.0468
C -3.07875 0.23615 -2.38710 -0.3389 0.1924 0.0146
O -3.84178 0.90769 -3.03211 0.0900 -0.1252 0.0447
C -3.42401 -0.41241 -1.09091 0.0280 -0.1689 0.2600
C -2.47057 -1.08829 -0.33597 -0.1145 0.1316 -0.3085
C -2.82728 -1.61988 0.88431 0.3251 -0.1964 0.3938
C -4.11689 -1.51286 1.36933 0.0583 -0.0858 0.1436
C -5.07357 -0.85173 0.61182 0.0401 -0.0240 -0.0410
C -4.72734 -0.29972 -0.60869 0.1148 0.0139 -0.0932
H -5.45243 0.22885 -1.20920 -0.0525 0.0492 -0.0302
H -6.08525 -0.76448 0.97707 -0.0702 0.0075 0.0358
H -4.34742 -1.94669 2.32995 -0.0907 -0.0143 0.1106
S -1.55306 -2.47734 1.81252 -0.0782 0.3992 -0.4532
O -1.06165 -3.56339 1.01752 0.1716 0.0212 -0.1506
O -2.06563 -2.77412 3.12149 -0.1313 0.2258 -0.0035
N -0.36379 -1.29186 1.81538 -0.7610 -0.7112 -0.2194
C -0.64457 -0.19151 2.71615 -0.3344 0.3136 0.4890
C -0.26862 -0.50347 4.16446 0.1524 0.1317 -0.0865
C 1.18884 -0.95317 4.23693 -0.1798 -0.2072 0.0810
C 1.39329 -2.15805 3.32133 0.1141 0.2714 -0.0973
C 0.99688 -1.78871 1.89398 0.4104 -0.6057 0.0218
H 1.04648 -2.65771 1.23688 0.2345 0.1156 -0.0232
H 1.65942 -1.00534 1.50913 -0.0764 -0.0278 -0.0278
H 0.76185 -2.98346 3.65578 0.0605 -0.0963 0.0442
H 2.43400 -2.48572 3.33934 -0.0055 -0.0714 -0.0098
H 1.44929 -1.21218 5.26421 0.0626 0.0688 0.0042
H 1.84286 -0.13652 3.91738 0.0836 0.0451 0.0303
H -0.91536 -1.30391 4.52550 0.0028 0.0913 0.0836
H -0.43047 0.38315 4.77956 -0.0501 0.0113 0.0128
H -1.71211 0.02463 2.63142 0.0523 0.2457 0.0418
H -0.08383 0.67949 2.35873 -0.0698 -0.0131 -0.0447
H -1.45694 -1.21006 -0.67853 0.0829 0.0664 -0.1106
H -1.92590 -0.76173 -5.32381 -0.0519 -0.0241 -0.0390
H -0.33698 -1.12382 -4.62905 0.0708 -0.0806 -0.0044
H -0.51039 0.18739 -5.80932 0.0442 0.0390 -0.0729

---

100
Properties=species:S:1:pos:R:3:forces:R:3 method="wB97M-V/def2-TZVPD" total_charge=-1 gap_ev="5.4 / 5.4" multiplicity=3
Tm 10.02943 14.64714 13.87786 -0.0279 2.3432 -1.1430
C 12.19596 11.84693 25.17293 -0.5714 -0.7458 1.5301
O 11.26317 10.76114 24.90504 1.2972 -0.0619 -0.9006
C 10.79638 10.64974 23.59986 -0.8162 -0.1948 -0.9653
C 11.55896 10.25875 22.46602 0.4507 -0.6954 1.4776
C 10.98698 9.96267 21.23145 0.3834 1.7193 -0.0759
C 9.75335 10.58591 21.00258 -0.0487 -1.4362 -0.0279
C 8.97414 10.96746 22.06028 -1.2504 0.4394 1.7147
C 9.42831 10.85610 23.38934 0.4611 1.0338 -0.5025
N 9.36453 10.82052 19.67727 -1.1967 2.2274 -0.6974
N 8.61941 11.88262 19.66506 0.9929 -1.1463 0.9192
C 8.36385 12.57550 18.53454 0.6157 -0.1793 -2.6585
C 7.84593 13.90521 18.65697 0.4217 -2.5601 0.9766
C 7.92288 14.77906 17.61471 -0.6881 0.8197 -1.2919
C 8.48432 14.40368 16.34239 -0.5454 2.9998 1.0319
O 8.71536 15.32487 15.42100 -0.9084 -1.9102 1.9341
C 8.76006 13.03711 16.15518 1.7061 -1.1803 -0.8706
N 9.17890 12.71160 14.87103 -0.7616 -1.9634 0.6480
C 9.33649 11.42288 14.59888 0.6890 -0.0261 0.3386
C 9.26769 10.37183 15.59670 -0.3534 0.2856 -1.0928
C 8.94131 10.69124 16.88609 0.0962 1.1519 0.1947
C 8.79395 12.10184 17.19736 -1.7929 -0.0184 1.3076
H 12.96177 12.08477 24.43706 -0.2983 -0.3538 -0.4874
H 12.74650 11.56831 26.12759 -0.8525 0.3658 -1.1003
H 11.52449 12.68936 25.34129 0.5534 0.4605 0.0890
H 12.62616 10.15847 22.63128 0.0310 -0.4319 -0.1098
H 11.56502 9.59125 20.37233 -0.1876 0.2578 0.5645
H 7.99339 11.43889 21.84007 0.7789 -0.6186 0.3105
H 8.81984 11.18186 24.23750 0.0623 -0.2599 -0.3333
H 7.40753 14.04296 19.66436 0.3368 0.6709 -0.7853
H 7.43328 15.76417 17.66438 0.6346 -0.3834 0.0532
H 9.57456 11.15542 13.54697 -0.1411 0.3579 0.8781
H 9.42366 9.34412 15.22311 -0.2392 0.6228 0.4682
H 8.73252 10.00210 17.71711 0.4976 0.1527 -0.8264
C 14.41822 15.89497 16.36062 0.1179 1.2924 -0.3130
Si 12.60366 15.98724 16.01955 -1.5276 0.1828 0.6694
C 12.22317 17.68260 15.24941 -2.0810 -1.0573 0.7159
C 11.78534 15.84622 17.71818 -0.3409 -0.1081 0.8554
N 11.93161 14.75298 15.02354 -0.4512 0.2270 0.3980
C 12.63436 13.67010 14.58634 0.3712 -0.0780 1.3753
C 13.10940 12.62183 15.38868 0.8420 0.2638 0.1546
C 14.12954 11.80686 14.87546 -1.0012 0.1452 0.2285
C 14.59502 11.97953 13.58702 0.6888 -0.8423 -0.9741
C 13.90154 12.79019 12.66366 -0.8493 0.2210 1.9199
C 12.90848 13.57864 13.24198 -0.5023 -0.0806 -3.2001
O 11.96592 14.37249 12.43945 1.3931 -0.9535 -0.5885
C 12.07189 14.28820 11.00907 0.0082 0.0952 1.7997
C 12.28814 15.48072 10.36026 0.6235 0.6026 -2.2531
C 12.51997 15.40635 8.93998 -0.4464 -0.3894 1.1806
C 12.40664 14.19430 8.25840 0.0049 0.7116 -0.2709
C 11.93926 13.10196 8.93881 0.3207 -0.9295 1.0943
C 11.88802 13.08719 10.34475 -0.6260 0.1104 -1.4141
H 14.67751 16.99287 16.47383 0.1185 -1.2147 -0.2135
H 14.84071 15.48151 15.44327 0.6690 0.0286 0.2327
H 14.70658 15.38293 17.27444 0.0767 -0.2722 -0.1864
H 13.09445 18.03691 14.76774 0.8863 0.7288 -0.6015
H 11.87899 18.34876 16.06952 0.4339 -0.0862 -0.5035
H 11.35322 17.61248 14.52361 1.1113 0.1650 0.7768
H 10.72003 16.16013 17.69280 0.4297 -0.3651 -0.0598
H 12.25707 16.50446 18.48065 -0.0880 -0.2933 -0.4025
H 11.84466 14.79120 18.12394 -0.1222 1.0143 -0.4963
H 12.80249 12.59016 16.44773 0.1086 -0.1021 -0.6564
H 14.43264 10.93152 15.42627 0.5425 0.1496 0.3500
H 15.48135 11.37798 13.30154 -0.8431 0.3309 -0.1911
H 13.95773 12.74056 11.59775 0.6843 0.0458 -0.3291
H 12.30768 16.46606 10.86461 -0.0301 -0.9460 -0.1494
H 12.69692 16.28213 8.34703 0.2793 0.4855 0.1371
H 12.65028 14.04374 7.19540 -0.3478 0.6241 0.4670
H 11.64930 12.23819 8.35224 0.2033 -0.2906 0.3107
H 11.59318 12.16068 10.81523 0.0598 0.2291 0.3874
C 6.83249 17.17633 11.03752 1.3560 -0.3626 -0.2716
Si 7.16615 17.76669 12.79103 1.7131 -0.7781 -0.1092
C 6.90901 19.62291 13.04320 -0.2877 0.8829 1.2722
C 6.16743 16.73680 14.01393 -0.4051 -0.3113 0.6224
Se 9.42210 17.33377 12.83493 -0.0555 -0.0046 0.3158
H 5.80283 17.02290 10.82634 -1.1082 -0.1526 -0.3997
H 7.40611 16.19425 10.88902 -0.8167 1.4163 0.2284
H 7.24780 17.94381 10.34174 -0.2477 -0.6277 0.3602
H 5.81892 19.86242 13.22373 0.9805 -0.1108 -0.4208
H 7.33541 20.28216 12.25538 -0.4264 -0.6190 0.2777
H 7.43754 19.95527 13.99696 -0.5705 -0.5942 -1.0461
H 5.17414 17.17214 14.13462 -0.1936 0.1929 0.0401
H 6.55789 16.54812 15.03184 0.1951 0.5661 -0.5534
H 5.97004 15.72351 13.65271 0.2183 0.0353 -0.4086
F 8.30383 7.01802 8.21463 0.5317 0.0815 -0.0013
C 7.52482 7.69453 9.05639 -1.9536 -0.1397 0.1101
F 6.31580 7.83415 8.37505 0.9794 -0.3521 0.8006
F 7.29204 6.85072 10.11799 0.1403 0.5823 -0.7701
C 7.99671 9.03756 9.51390 0.2894 0.0728 -0.1488
C 7.46473 10.19531 8.94229 -0.7381 0.3007 -1.0614
C 7.84232 11.45527 9.37931 0.4746 -0.8613 1.1170
C 8.67020 11.55981 10.51665 0.8698 0.6504 -0.5358
C 9.40643 10.40004 10.90949 -0.9391 0.1228 0.2759
C 9.01316 9.13676 10.46763 0.1259 0.0723 0.0179
C 8.82284 12.85791 11.15904 0.7068 0.5335 1.7993
C 9.00389 13.78786 11.98527 -0.7406 -2.6885 -2.5409
H 6.70060 10.15554 8.12800 0.8733 -0.2629 0.7781
H 7.53509 12.37221 8.92066 -0.5625 0.1731 -0.1407
H 10.21078 10.46349 11.63827 -0.2403 0.1561 -0.0192
H 9.46910 8.22615 10.89817 -0.2139 0.6388 -0.4057

---

6
Properties=species:S:1:pos:R:3:forces:R:3 method="wB97M-V/def2-TZVPD" total_charge=-1 e_above_lowest_kcal_mol=49.9 gap_ev="6.9 / 6.9"
N 0.43543 1.38741 0.12650 0.6941 -1.8461 -0.6014
O -1.42737 -1.49046 -0.11459 1.2011 -1.8156 -4.4648
O 2.17756 -0.34179 -0.16354 -0.1964 0.3040 -0.8362
S 0.91358 0.14977 -0.71677 -0.9388 0.7175 2.3070
H -0.57694 1.34198 0.21759 -0.2311 0.2722 -0.7018
H -1.52226 -1.04692 0.65081 -0.5288 2.3681 4.2972

---

43
Properties=species:S:1:pos:R:3:forces:R:3 method="wB97M-V/def2-TZVPD" total_charge=0 e_above_lowest_kcal_mol=368.7 gap_ev=8.9 smiles="CN(Cc1ccccc1)C(=O)CN(c1ccccc1Cl)S(C)(=O)=O"
C -1.23257 -3.18132 -0.39013 -4.6007 -0.3919 14.0602
N -0.89154 -1.80114 -0.15757 -2.6784 -0.9596 -1.3040
C -0.14851 -1.39287 0.90163 -2.8255 -18.1583 -0.5791
O 0.26889 -2.35512 1.61410 0.3732 2.8988 -0.3477
C -0.07754 -0.16794 1.05073 -3.3385 16.9043 8.2797
N 0.76253 0.45142 0.25962 3.9435 4.0954 -5.0015
C 2.07904 0.00852 0.53422 -1.2421 -0.6201 -8.7676
C 2.94486 0.63826 1.27448 1.2101 0.9169 4.8816
C 4.22448 0.21939 1.42554 5.0969 -0.6220 3.7675
C 4.83995 -0.76710 0.61360 -4.6951 4.3731 1.0102
C 3.96221 -1.00810 -0.39322 0.7006 -4.9429 -4.8868
C 2.60808 -0.67676 -0.63943 2.0751 -1.2917 3.1211
Cl 1.76166 -1.53745 -1.94364 0.5330 1.1296 1.0848
H 4.43854 -1.83191 -1.08099 -1.3041 1.7103 0.5343
H 5.80999 -1.07656 0.59701 2.2951 -0.9440 0.3670
H 4.81834 0.54388 2.44921 -1.5542 -0.3988 -2.8766
H 2.58321 1.17628 2.13388 -0.2968 0.7927 -0.1917
S 0.57738 2.11647 -0.07037 7.7606 2.4257 0.6123
O -0.67520 2.45323 -0.49308 -6.7430 0.2019 -0.6590
O 1.18685 3.07279 0.94665 -1.2523 -3.3942 -2.3435
C 1.50042 2.28818 -1.78441 3.9711 8.2359 11.1073
H 2.48324 2.32650 -1.30422 0.4866 -0.5087 -1.2792
H 1.22942 1.59621 -2.28236 -3.2438 -8.8152 -6.8475
H 1.24516 3.30101 -1.96419 -0.5570 0.6607 -0.7606
H 0.29756 0.27892 1.97660 -0.3515 -2.0087 1.8341
H -0.94800 0.59808 1.11429 -0.4000 -2.3722 -0.6101
C -1.73013 -1.00327 -0.96678 2.5165 10.5425 6.1327
C -3.03154 -0.21126 -0.42323 3.3231 -9.0991 7.4350
C -3.89513 0.52576 -0.98654 4.5717 0.7506 -4.7785
C -4.99492 0.96700 -0.53735 -5.6682 7.8478 -7.4791
C -5.50226 0.63031 0.54462 -4.0122 -3.0669 8.1174
C -4.80483 -0.43346 1.17854 -0.1561 -0.6270 4.8702
C -3.52456 -0.81162 0.83624 0.0462 -0.6698 -1.3112
H -3.00625 -1.69656 1.36519 -0.7672 1.7828 -0.8147
H -5.17360 -0.85539 2.25042 0.4949 0.9827 -2.7824
H -6.41940 1.06891 1.01618 0.8934 -0.6749 -0.6978
H -5.57116 1.74255 -1.33674 1.4282 -1.8316 2.5581
H -3.43393 0.96872 -1.76428 0.5738 1.7028 -3.6994
H -1.13379 0.11042 -1.09737 -0.9009 -3.0754 -0.4048
H -2.02425 -1.14291 -1.85262 -1.2155 -2.9138 -7.0405
H -0.70081 -3.87056 0.43205 -1.3211 1.5604 -2.2095
H -1.01883 -3.34137 -1.22375 3.9718 -3.2282 -12.9318
H -2.45161 -3.43853 -0.43497 2.8587 1.1002 0.8310

---

10
Properties=species:S:1:pos:R:3:forces:R:3 method="wB97M-V/def2-TZVPD" total_charge=0 e_above_lowest_kcal_mol=192.9 gap_ev=8.5
C 1.31803 -0.16734 0.12310 1.1563 0.0781 -0.9047
C 0.66026 -1.31406 -0.07823 -2.6375 6.4963 0.7519
C 0.60925 1.13515 0.04124 -2.8409 0.5600 0.6523
C -1.33190 0.00649 -0.04401 2.3210 -2.0528 0.6978
N -0.67871 1.21756 0.00846 -0.5441 -1.3195 -0.9689
O -2.37675 -0.55337 -0.68470 0.1127 0.6361 -1.5833
O -2.32576 -0.35250 0.76183 -0.2296 -0.0942 1.4845
H 2.38201 0.10255 0.15808 0.0341 -1.0694 0.0663
H 0.86597 -2.26684 -0.35467 0.7778 -2.6817 -0.2649
H 0.87761 2.19235 0.06887 1.8502 -0.5529 0.0690

---

What did the sixth record say?
10
Properties=species:S:1:pos:R:3:forces:R:3 method="wB97M-V/def2-TZVPD" total_charge=0 e_above_lowest_kcal_mol=192.9 gap_ev=8.5
C 1.31803 -0.16734 0.12310 1.1563 0.0781 -0.9047
C 0.66026 -1.31406 -0.07823 -2.6375 6.4963 0.7519
C 0.60925 1.13515 0.04124 -2.8409 0.5600 0.6523
C -1.33190 0.00649 -0.04401 2.3210 -2.0528 0.6978
N -0.67871 1.21756 0.00846 -0.5441 -1.3195 -0.9689
O -2.37675 -0.55337 -0.68470 0.1127 0.6361 -1.5833
O -2.32576 -0.35250 0.76183 -0.2296 -0.0942 1.4845
H 2.38201 0.10255 0.15808 0.0341 -1.0694 0.0663
H 0.86597 -2.26684 -0.35467 0.7778 -2.6817 -0.2649
H 0.87761 2.19235 0.06887 1.8502 -0.5529 0.0690

---

What did the first record say?
17
Properties=species:S:1:pos:R:3:forces:R:3 method="wB97M-V/def2-TZVPD" total_charge=0 e_above_lowest_kcal_mol=33.3 gap_ev=10.9 smiles="CC[C@@H](O)CC=O"
C -2.44325 -0.50689 -0.10987 0.0864 0.0312 0.0309
C -1.22442 0.28300 -0.63876 0.1319 0.1619 -0.0013
C 0.10484 -0.06669 0.06880 -0.0730 0.2711 0.1130
O 0.48548 -1.32210 -0.44879 0.0293 -0.2495 0.1080
C 1.36934 0.86663 -0.04223 -0.2181 -0.1818 -0.0376
C 2.51423 0.28005 0.77690 -0.0328 -0.2471 0.0192
O 2.65451 -0.89850 1.03016 -0.0277 0.4580 -0.0264
H -3.35566 -0.19029 -0.63347 0.2624 -0.0234 0.0606
H -2.34783 -1.58793 -0.26011 0.1759 0.2254 0.0022
H -2.62106 -0.33510 0.95928 0.1528 0.0254 -0.1541
H -1.11541 0.04984 -1.70589 0.1475 0.1539 0.1657
H -1.44990 1.35214 -0.55766 0.1620 -0.0486 0.0463
H -0.11591 -0.14388 1.14834 0.0318 -0.0529 -0.0988
H 1.27876 -1.57619 0.05380 -0.1685 -0.2007 -0.1379
H 1.28452 1.92034 0.26634 -0.4522 -0.3358 -0.0074
H 1.71263 0.89137 -1.08789 -0.0684 -0.0671 0.1056
H 3.26912 0.98421 1.18105 -0.1394 0.0802 -0.1881